#P
This record from OMol25 describes C4H9NO2 as an isolated structure. The level of theory is ωB97M-V/def2-TZVPD.

## Properties
HOMO (spin up / spin down) = -7.656 / -7.571 eV
gap between HOMO and LUMO (spin up / spin down) = 7.54 / 7.64 eV

Last column: Löwdin charge in e.
CARTESIAN COORDINATES (ANGSTROEM)
C  -0.361  -0.344  -0.822  -0.248
C  -0.884  -0.047  0.475  -0.236
C  1.091  -0.577  -1.122  -0.077
C  -0.118  0.738  1.491  -0.058
O  -0.742  -1.826  0.769  -0.154
N  -0.755  1.512  -1.459  0.033
O  0.004  2.366  -1.147  -0.040
H  0.121  -1.955  1.194  0.034
H  -1.041  -0.861  -1.493  0.125
H  -1.962  0.070  0.521  0.136
H  1.762  -0.149  -0.376  0.073
H  1.355  -0.130  -2.087  0.081
H  1.288  -1.648  -1.204  0.084
H  -0.099  1.800  1.213  0.079
H  -0.580  0.643  2.475  0.089
H  0.920  0.409  1.573  0.080

***

#Q
This record from OMol25 describes a 2-piece molecular cluster, C4H9NO2 overall. The level of theory is ωB97M-V/def2-TZVPD.

## Properties
HOMO = -8.197 eV
gap between HOMO and LUMO = 9.02 eV

Last column: Löwdin charge in e.
CARTESIAN COORDINATES (ANGSTROEM)
C  1.804  0.645  -1.457  -0.058
C  -0.780  -0.230  -0.607  -0.119
O  -1.255  -1.178  -1.383  0.040
C  -0.128  -0.892  0.607  -0.199
N  -0.320  0.019  1.722  0.020
C  -1.541  0.594  1.830  -0.359
O  -2.493  0.257  1.149  0.015
H  2.360  1.261  -0.747  0.027
H  1.991  0.969  -2.481  0.024
H  2.103  -0.403  -1.349  0.025
H  0.733  0.768  -1.243  -0.033
H  -1.720  -0.722  -2.100  0.118
H  -0.567  -1.876  0.810  0.124
H  0.949  -1.030  0.458  0.111
H  0.468  0.428  2.200  0.132
H  -1.603  1.389  2.592  0.132

***

Here are the energies relative to the best structure, in hartree: #P 0.0798; #Q 0.0000.

***

#P
This record from OMol25 describes a 2-piece molecular cluster, C2H7NS2 overall. The level of theory is ωB97M-V/def2-TZVPD.

## Properties
HOMO = -8.326 eV
gap between HOMO and LUMO = 8.50 eV
SMILES string = C=CN.SS

Last column: Löwdin charge in e.
CARTESIAN COORDINATES (ANGSTROEM)
C  1.158  2.038  -1.478  -0.029
C  2.087  1.045  -1.366  -0.337
N  2.302  0.122  -0.482  0.083
H  0.162  2.082  -1.063  0.013
H  1.068  2.856  -2.179  0.033
H  2.780  1.295  -2.158  0.098
H  2.248  0.534  0.389  0.080
H  3.133  -0.333  -0.517  0.062
S  -1.990  -0.231  0.111  0.251
S  -0.706  -1.332  1.411  0.242
H  -1.034  -0.273  -0.808  -0.245
H  -0.795  -0.502  2.412  -0.250

***

#Q
This record from OMol25 describes a 2-piece molecular cluster, C2H7NS2 overall. The level of theory is ωB97M-V/def2-TZVPD.

## Properties
HOMO = -9.831 eV
gap between HOMO and LUMO = 10.09 eV
SMILES string = C=NC.SS

Last column: Löwdin charge in e.
CARTESIAN COORDINATES (ANGSTROEM)
C  -0.540  1.680  0.665  -0.095
N  -0.534  2.028  1.870  -0.082
C  -1.730  2.675  2.385  -0.151
H  0.346  1.194  0.256  0.031
H  -1.367  1.821  -0.030  0.072
H  -2.120  2.106  3.224  0.071
H  -2.513  2.790  1.632  0.066
H  -1.453  3.660  2.760  0.074
S  1.542  -1.779  -0.680  0.242
S  -0.129  -1.262  -1.800  0.216
H  1.787  -0.554  -0.205  -0.236
H  -1.046  -1.456  -0.842  -0.209

***

Here are the energies relative to the best structure, in hartree: #P 0.0376; #Q 0.0000.

***

#P
This record from OMol25 describes a 2-piece molecular cluster, C2H7NS2 overall. The level of theory is ωB97M-V/def2-TZVPD.

## Properties
HOMO = -9.472 eV
gap between HOMO and LUMO = 10.00 eV
SMILES string = C=NC.SS

Last column: Löwdin charge in e.
CARTESIAN COORDINATES (ANGSTROEM)
C  -0.465  1.529  1.430  -0.081
N  0.572  2.077  0.950  -0.072
C  1.541  2.588  1.873  -0.192
H  -1.243  1.123  0.793  0.015
H  -0.758  1.484  2.418  0.045
H  2.319  1.952  2.426  0.095
H  1.183  2.744  2.929  0.072
H  1.986  3.486  1.424  0.071
S  0.446  -1.705  -1.468  0.207
S  -1.306  -1.219  -0.766  0.214
H  1.385  -1.008  -0.792  -0.191
H  -1.588  -2.242  0.074  -0.181

***

#Q
This record from OMol25 describes C2H7NS2 as an isolated structure. The level of theory is ωB97M-V/def2-TZVPD.

## Properties
HOMO = -8.769 eV
gap between HOMO and LUMO = 8.79 eV

Last column: Löwdin charge in e.
CARTESIAN COORDINATES (ANGSTROEM)
C  1.739  -0.449  -0.005  -0.066
C  -0.814  1.043  0.391  -0.865
N  -2.036  0.547  0.212  -0.492
S  -0.540  2.578  -0.096  0.629
S  -2.211  -1.142  0.002  0.754
H  2.454  -1.371  -0.787  0.135
H  1.521  0.137  -0.780  -0.066
H  1.036  -1.037  0.571  -0.013
H  -0.250  0.488  1.092  0.030
H  -2.674  1.036  -0.429  0.075
H  2.787  -0.448  0.416  0.020
H  -1.013  -1.384  -0.587  -0.141

***

Here are the energies relative to the best structure, in hartree: #P 0.0000; #Q 0.0389.

***

#P
This record from OMol25 describes C5H10N2O as an isolated structure. The level of theory is ωB97M-V/def2-TZVPD.

## Properties
HOMO = -8.866 eV
gap between HOMO and LUMO = 9.77 eV

Last column: Löwdin charge in e.
CARTESIAN COORDINATES (ANGSTROEM)
C  0.552  0.940  0.710  -0.415
C  0.693  -0.583  0.839  -0.127
C  1.493  -1.176  -1.490  -0.034
C  0.414  -1.290  -0.456  -0.448
C  -2.153  1.936  0.981  -0.015
O  0.800  1.559  -0.337  -0.066
N  -1.370  1.033  0.621  0.054
N  -0.737  -1.789  -0.625  0.127
H  -1.463  0.503  -0.284  0.119
H  0.610  1.431  1.698  0.119
H  -0.896  -2.145  -1.567  0.053
H  0.023  -0.953  1.613  0.111
H  1.727  -0.760  1.147  0.120
H  1.200  -1.627  -2.437  0.076
H  2.415  -1.632  -1.130  0.083
H  1.697  -0.115  -1.650  0.076
H  -1.850  2.592  1.793  0.084
H  -3.155  2.077  0.575  0.083

***

#Q
This record from OMol25 describes C5H10N2O as an isolated structure. The level of theory is ωB97M-V/def2-TZVPD.

## Properties
HOMO = -7.572 eV
gap between HOMO and LUMO = 8.46 eV

Last column: Löwdin charge in e.
CARTESIAN COORDINATES (ANGSTROEM)
C  -0.459  0.017  -1.429  -0.241
C  -1.973  0.837  0.278  -0.037
C  2.622  -0.162  -0.234  -0.094
C  0.603  0.327  0.886  -0.132
C  -1.050  -0.191  -0.192  -0.546
N  -0.181  0.137  -2.534  0.175
N  -1.271  -1.451  0.248  0.076
O  1.655  -0.498  0.764  -0.167
H  -2.181  1.575  -0.458  0.076
H  -1.559  1.492  1.047  0.081
H  -2.915  0.233  0.538  0.114
H  3.666  -0.122  0.248  0.111
H  2.329  0.784  -0.821  0.105
H  2.640  -0.862  -1.066  0.072
H  0.798  1.287  0.430  0.092
H  0.229  0.338  1.849  0.082
H  -2.275  -1.581  0.607  0.129
H  -0.677  -2.160  -0.161  0.104

***

Here are the energies relative to the best structure, in hartree: #P 0.0000; #Q 0.0516.